[1]
187
Properties=species:S:1:pos:R:3 method="wB97M-V/def2-TZVPD" charge=+2 homo_lumo_gap_ev="1.144 / 7.308" lumo_ev="-4.263 / -4.333" spin_multiplicity=2
C 2.282 -4.307 -1.655
O 3.266 -3.961 -2.607
C 3.328 -2.538 -2.838
C 4.280 -2.150 -3.987
N 5.528 -2.992 -3.977
H 5.482 -3.612 -3.182
H 5.666 -3.609 -4.765
C 6.918 -2.322 -3.819
C 7.185 -1.726 -2.421
O 6.540 -2.560 -1.478
C 6.477 -1.819 -0.314
H 2.151 -5.388 -1.608
H 1.293 -3.896 -1.854
H 2.539 -3.767 -0.743
H 3.648 -2.032 -1.927
H 2.327 -2.123 -2.957
H 4.527 -1.089 -4.024
H 3.815 -2.421 -4.936
H 7.025 -1.515 -4.544
H 7.648 -3.064 -4.144
H 6.792 -0.712 -2.499
H 8.253 -1.607 -2.237
H 6.097 -0.849 -0.634
H 7.442 -1.759 0.188
H 5.713 -2.223 0.351
C 4.461 -3.241 3.091
O 3.308 -3.348 3.904
C 2.214 -2.386 3.645
C 1.259 -2.302 4.832
N 2.163 -1.918 6.042
H 3.148 -2.141 6.072
H 2.245 -0.912 6.074
C 1.647 -2.458 7.393
C 0.245 -1.889 7.715
O 0.281 -0.445 7.587
C 1.145 0.428 8.293
H 4.432 -3.781 2.144
H 5.387 -3.654 3.490
H 4.727 -2.189 2.991
H 1.766 -2.573 2.670
H 2.628 -1.379 3.605
H 0.815 -3.254 5.124
H 0.607 -1.433 4.914
H 2.413 -2.104 8.083
H 1.491 -3.528 7.262
H -0.141 -2.070 8.719
H -0.416 -2.154 6.890
H 2.177 0.313 7.960
H 0.976 0.292 9.361
H 0.873 1.388 7.853
C 0.337 4.986 6.106
O -0.263 5.933 5.308
C -1.150 5.489 4.260
C -0.320 4.810 3.081
N 0.842 5.840 2.809
H 0.449 6.671 2.389
H 1.103 6.084 3.754
C 2.085 5.339 2.059
C 3.092 6.552 1.988
O 3.260 7.011 3.346
C 3.831 8.299 3.570
H 0.859 5.364 6.985
H 0.910 4.210 5.598
H -0.540 4.584 6.613
H -1.617 6.296 3.697
H -1.945 4.839 4.626
H -0.825 4.842 2.116
H -0.050 3.794 3.370
H 1.692 4.909 1.137
H 2.478 4.537 2.684
H 2.499 7.228 1.372
H 4.072 6.554 1.510
H 4.824 8.450 3.146
H 3.834 8.433 4.652
H 3.493 9.216 3.087
C -2.327 2.018 5.989
O -3.158 1.467 4.975
C -3.667 0.127 5.184
C -4.383 -0.530 4.028
N -3.636 -0.077 2.669
H -3.553 0.927 2.735
H -2.683 -0.404 2.589
C -4.293 -0.465 1.341
C -5.352 0.562 0.864
O -4.819 1.964 0.931
C -5.705 3.007 0.471
H -1.414 2.477 5.609
H -2.135 1.312 6.797
H -2.897 2.862 6.379
H -4.408 0.424 5.926
H -2.861 -0.486 5.589
H -5.389 -0.128 3.913
H -4.279 -1.613 3.968
H -4.835 -1.409 1.295
H -3.619 -0.484 0.485
H -6.290 0.444 1.407
H -5.579 0.223 -0.146
H -5.080 3.900 0.492
H -6.560 3.178 1.125
H -6.225 2.836 -0.472
C -2.234 -3.298 -3.166
O -2.008 -3.346 -4.623
C -0.721 -2.950 -5.008
C 0.266 -4.079 -4.803
N 0.001 -5.195 -5.795
H -0.326 -5.852 -5.101
H -0.601 -4.799 -6.503
C 1.243 -5.769 -6.483
C 2.236 -6.381 -5.526
O 1.487 -7.387 -4.734
C 2.289 -8.130 -3.787
H -1.982 -2.328 -2.736
H -1.782 -4.163 -2.681
H -3.311 -3.218 -3.015
H -0.348 -2.120 -4.407
H -0.798 -2.718 -6.070
H 0.320 -4.532 -3.813
H 1.266 -3.704 -5.018
H 1.653 -4.916 -7.026
H 0.842 -6.390 -7.284
H 2.832 -5.614 -5.032
H 2.972 -6.850 -6.178
H 3.150 -8.609 -4.254
H 1.637 -8.929 -3.433
H 2.517 -7.609 -2.858
C -6.398 0.830 -4.608
O -5.684 1.176 -5.803
C -6.321 2.291 -6.356
C -5.169 2.937 -7.175
N -3.968 3.138 -6.260
H -4.023 2.309 -5.686
H -3.148 3.118 -6.851
C -4.221 4.282 -5.190
C -3.557 4.003 -3.765
O -3.618 2.576 -3.519
C -2.745 2.072 -2.469
H -6.335 1.522 -3.768
H -5.999 -0.129 -4.278
H -7.443 0.678 -4.878
H -6.740 3.054 -5.699
H -7.151 1.966 -6.984
H -5.534 3.904 -7.520
H -4.792 2.421 -8.058
H -5.291 4.346 -4.990
H -4.004 5.286 -5.555
H -4.051 4.497 -2.927
H -2.589 4.455 -3.979
H -1.789 2.591 -2.397
H -2.539 1.002 -2.438
H -3.133 2.112 -1.451
As -7.592 -3.197 0.124
F -5.972 -3.989 0.341
F -8.058 -4.549 -0.919
F -9.188 -2.557 -0.241
F -7.182 -1.653 1.001
F -7.033 -2.366 -1.349
F -8.091 -3.930 1.695
C -2.646 -3.571 0.941
F -3.478 -3.528 1.936
F -2.450 -4.835 0.606
F -3.214 -3.101 -0.183
S -0.884 -2.861 1.335
O -0.493 -3.637 2.503
O -0.126 -3.125 0.120
N -1.317 -1.181 1.601
S -0.402 -0.399 0.694
O 0.976 -0.576 1.122
O -0.649 -0.653 -0.736
C -0.910 1.459 1.017
F -0.334 2.215 0.140
F -2.244 1.572 0.935
F -0.581 1.858 2.236
C 2.638 2.169 -1.147
F 1.985 1.005 -1.153
F 1.910 3.273 -1.521
F 3.151 2.310 0.041
S 4.025 1.958 -2.522
O 4.653 0.594 -2.288
O 3.357 2.109 -3.796
N 5.050 3.359 -2.174
S 6.271 2.905 -1.376
O 6.019 1.956 -0.363
O 7.394 2.680 -2.288
C 6.765 4.491 -0.399
F 6.996 5.489 -1.217
F 5.646 4.821 0.267
F 7.772 4.315 0.440



[2]
147
Properties=species:S:1:pos:R:3 method="wB97M-V/def2-TZVPD" charge=+1 homo_lumo_gap_ev="6.813 / 2.475" lumo_ev="-2.594 / -6.931" spin_multiplicity=2
C 17.656 -15.744 26.405
C 17.378 -14.987 25.105
N 18.494 -14.371 24.336
C 19.369 -15.220 23.567
C 20.747 -14.549 23.595
C 18.151 -13.229 23.454
C 18.198 -11.974 24.383
H 18.672 -16.108 26.561
H 17.006 -16.609 26.533
H 17.356 -15.092 27.226
H 16.884 -15.711 24.456
H 16.774 -14.104 25.312
H 19.401 -16.193 24.056
H 19.054 -15.161 22.525
H 20.770 -13.519 23.951
H 21.296 -15.168 24.304
H 21.270 -14.576 22.640
H 17.227 -13.411 22.905
H 18.950 -12.965 22.761
H 18.992 -11.790 25.107
H 17.202 -11.815 24.796
H 18.202 -11.102 23.729
C 15.056 -19.090 30.673
C 15.085 -18.409 29.368
N 14.759 -19.238 28.193
C 13.384 -19.487 27.838
C 12.512 -18.250 27.872
C 15.689 -20.301 27.916
C 17.102 -19.709 27.392
H 14.019 -19.405 30.784
H 15.244 -18.354 31.455
H 15.717 -19.954 30.600
H 14.522 -17.478 29.439
H 16.078 -18.016 29.150
H 13.354 -19.929 26.843
H 12.972 -20.192 28.560
H 11.578 -18.368 27.323
H 12.157 -17.993 28.870
H 13.027 -17.380 27.465
H 15.191 -20.812 27.091
H 15.879 -21.027 28.706
H 17.519 -19.282 28.305
H 17.043 -19.018 26.551
H 17.796 -20.476 27.048
C 22.333 -18.116 25.978
C 22.552 -19.301 26.950
N 23.885 -19.726 27.381
C 23.813 -20.712 28.419
C 23.133 -22.053 28.040
C 24.960 -18.710 27.381
C 25.145 -18.120 28.854
H 23.110 -17.960 25.230
H 22.255 -17.191 26.549
H 21.511 -18.291 25.283
H 21.941 -19.064 27.821
H 22.171 -20.134 26.359
H 24.862 -20.927 28.622
H 23.478 -20.222 29.333
H 22.384 -22.069 27.248
H 23.847 -22.814 27.725
H 22.621 -22.440 28.921
H 24.776 -17.952 26.620
H 25.908 -19.160 27.083
H 24.231 -17.663 29.234
H 25.959 -17.397 28.915
H 25.450 -18.843 29.610
C 12.922 -14.975 25.686
C 13.691 -15.039 24.408
N 13.301 -14.294 23.264
C 11.907 -14.717 22.899
C 11.512 -14.028 21.525
C 14.279 -14.476 22.248
C 14.657 -15.979 21.954
H 12.260 -15.836 25.776
H 12.298 -14.085 25.764
H 13.709 -15.054 26.436
H 14.700 -14.750 24.703
H 13.708 -16.089 24.116
H 11.185 -14.475 23.679
H 11.856 -15.798 22.772
H 11.674 -14.535 20.574
H 11.790 -12.978 21.616
H 10.428 -13.912 21.511
H 13.991 -13.932 21.349
H 15.250 -14.038 22.480
H 15.252 -16.376 22.777
H 13.823 -16.630 21.692
H 15.393 -16.073 21.155
C 20.895 -24.718 26.225
C 20.840 -23.591 25.117
N 20.232 -23.987 23.839
C 20.781 -25.169 23.141
C 22.326 -24.980 22.976
C 18.784 -24.225 24.101
C 18.032 -24.119 22.736
H 19.928 -24.997 26.643
H 21.547 -24.355 27.020
H 21.249 -25.632 25.747
H 20.351 -22.665 25.417
H 21.839 -23.203 24.918
H 20.607 -26.165 23.547
H 20.217 -25.230 22.211
H 22.553 -23.937 22.751
H 22.740 -25.224 23.954
H 22.572 -25.643 22.147
H 18.461 -23.408 24.746
H 18.585 -25.174 24.600
H 18.387 -23.243 22.193
H 16.973 -24.008 22.969
H 18.349 -24.918 22.065
C 20.856 -19.521 17.685
C 20.830 -18.017 17.563
N 20.011 -17.380 18.636
C 20.330 -15.995 18.756
C 19.257 -15.144 19.633
C 18.590 -17.629 18.220
C 18.266 -17.036 16.753
H 19.948 -19.925 17.238
H 20.957 -19.876 18.711
H 21.801 -19.945 17.343
H 21.777 -17.612 17.920
H 20.746 -17.611 16.555
H 21.358 -15.930 19.112
H 20.458 -15.513 17.788
H 18.304 -15.002 19.123
H 19.021 -15.589 20.600
H 19.685 -14.154 19.792
H 17.970 -17.327 19.065
H 18.242 -18.662 18.217
H 17.191 -16.963 16.584
H 18.684 -17.725 16.019
H 18.724 -16.065 16.563
C 19.951 -20.356 23.151
C 19.169 -19.754 24.303
C 17.664 -19.664 23.998
S 17.555 -19.722 22.179
O 17.105 -18.455 21.634
O 17.049 -20.997 21.689
C 19.400 -19.640 21.915
H 19.768 -21.427 23.240
H 21.021 -20.152 23.158
H 19.442 -18.747 24.617
H 19.423 -20.294 25.215
H 17.353 -18.675 24.335
H 17.147 -20.475 24.510
H 19.615 -18.608 22.192
H 19.542 -19.877 20.860



[3]
154
Properties=species:S:1:pos:R:3 method="wB97M-V/def2-TZVPD" homo_lumo_gap_ev=8.103 de_lowest_kcal_mol=36.6 lumo_ev=0.200 smiles="O=S1(=O)OCCO1.O=S1(=O)OCCO1.CCN(CC)CC.CCN(CC)CC.CCN(CC)CC.CCN(CC)CC.CCN(CC)CC.CCN(CC)CC"
C -0.066 7.580 -1.492
C 1.105 6.838 -2.275
N 2.372 7.543 -2.076
C 2.907 7.468 -0.732
C 3.312 8.894 -0.352
C 3.387 7.261 -3.104
C 3.264 8.108 -4.396
H -0.944 7.529 -2.135
H 0.199 8.609 -1.251
H -0.341 7.145 -0.530
H 1.081 5.793 -1.966
H 0.923 6.913 -3.347
H 2.152 7.238 0.020
H 3.627 6.651 -0.793
H 2.502 9.622 -0.403
H 3.784 8.852 0.630
H 4.053 9.268 -1.058
H 3.218 6.213 -3.351
H 4.404 7.302 -2.714
H 3.154 9.186 -4.280
H 2.384 7.794 -4.958
H 4.078 7.930 -5.098
C -2.700 7.576 9.022
C -2.686 6.771 7.746
N -2.489 5.309 7.897
C -3.428 4.583 8.739
C -4.914 4.550 8.200
C -2.366 4.642 6.592
C -1.105 4.876 5.718
H -2.050 7.324 9.860
H -3.769 7.694 9.195
H -2.343 8.579 8.788
H -3.612 7.022 7.228
H -1.838 7.186 7.201
H -3.131 3.550 8.919
H -3.299 5.053 9.713
H -4.941 3.906 7.321
H -5.665 4.271 8.940
H -5.192 5.510 7.764
H -3.195 4.929 5.945
H -2.345 3.564 6.753
H -0.301 4.742 6.442
H -1.114 5.903 5.354
H -0.950 4.056 5.017
C -9.396 -7.741 -3.833
C -8.123 -7.588 -2.899
N -8.444 -6.495 -2.015
C -9.028 -6.845 -0.759
C -8.129 -7.647 0.130
C -7.488 -5.376 -1.980
C -7.333 -4.829 -3.412
H -9.203 -8.584 -4.496
H -9.681 -6.807 -4.316
H -10.328 -8.031 -3.349
H -7.988 -8.583 -2.475
H -7.212 -7.452 -3.482
H -9.212 -5.891 -0.265
H -9.975 -7.364 -0.904
H -8.046 -8.703 -0.128
H -7.102 -7.312 -0.010
H -8.388 -7.629 1.189
H -6.578 -5.636 -1.439
H -7.833 -4.585 -1.313
H -7.012 -3.799 -3.262
H -8.320 -4.651 -3.841
H -6.650 -5.280 -4.132
C 6.625 0.045 6.722
C 7.346 1.389 6.636
N 6.560 2.499 6.082
C 6.121 2.239 4.664
C 7.253 2.285 3.614
C 7.254 3.760 6.308
C 6.474 4.929 5.590
H 7.344 -0.706 7.049
H 6.457 -0.444 5.762
H 5.755 0.109 7.376
H 7.463 1.702 7.674
H 8.342 1.312 6.200
H 5.355 2.985 4.454
H 5.713 1.231 4.588
H 8.001 1.541 3.888
H 7.591 3.306 3.435
H 6.881 1.944 2.648
H 7.359 4.028 7.360
H 8.268 3.720 5.911
H 6.953 5.850 5.921
H 6.496 4.979 4.502
H 5.427 4.965 5.892
C 1.809 -8.917 -3.246
C 0.649 -8.387 -2.410
N -0.530 -9.256 -2.592
C -1.510 -8.793 -1.608
C -1.300 -9.377 -0.187
C -1.100 -9.240 -4.015
C -1.951 -10.463 -4.405
H 2.792 -8.503 -3.022
H 1.713 -8.790 -4.324
H 1.796 -9.998 -3.106
H 1.013 -8.378 -1.383
H 0.506 -7.324 -2.603
H -1.518 -7.705 -1.678
H -2.489 -9.185 -1.885
H -2.218 -9.447 0.397
H -0.889 -10.381 -0.280
H -0.559 -8.841 0.406
H -0.323 -9.281 -4.778
H -1.622 -8.330 -4.309
H -1.503 -11.289 -3.851
H -1.878 -10.630 -5.479
H -2.972 -10.305 -4.058
C -1.464 0.343 0.181
C -0.500 -0.809 -0.206
N 0.668 -0.545 0.574
C 1.957 -0.835 0.001
C 2.333 0.413 -0.778
C 0.487 -1.133 1.896
C 0.677 -2.705 1.815
H -1.002 1.309 -0.022
H -1.942 0.251 1.156
H -2.269 0.278 -0.551
H -0.979 -1.773 -0.036
H -0.269 -0.781 -1.271
H 2.705 -0.998 0.778
H 1.894 -1.784 -0.532
H 2.394 1.305 -0.155
H 3.266 0.292 -1.328
H 1.544 0.552 -1.517
H -0.478 -0.975 2.379
H 1.255 -0.798 2.593
H 0.077 -3.182 1.040
H 0.513 -3.127 2.807
H 1.711 -2.983 1.611
C -2.342 4.652 -8.984
C -2.986 4.904 -7.636
O -2.666 3.780 -6.775
S -1.546 2.749 -7.421
O -1.893 1.375 -7.123
O -0.191 3.301 -7.113
O -1.944 3.255 -8.982
H -1.494 5.323 -9.120
H -3.065 4.772 -9.791
H -4.070 4.977 -7.721
H -2.643 5.799 -7.115
C 6.050 -1.142 -6.396
C 5.078 -2.282 -6.024
O 5.695 -3.098 -5.119
S 7.214 -2.673 -4.679
O 8.236 -3.686 -5.010
O 7.122 -2.215 -3.303
O 7.306 -1.456 -5.763
H 5.609 -0.177 -6.147
H 6.353 -1.063 -7.440
H 4.754 -2.937 -6.833
H 4.236 -1.828 -5.502